[1]
C23H27N5O4S in the gas phase at a distorted geometry. Source: OMol25; level of theory: ωB97M-V/def2-TZVPD.

Structure (ORCA input):
```
! RIJCOSX wB97M-V def2-TZVPD def2/J DEFGRID3
* xyz 0 1
C 1.058 3.172 -3.250
C 1.972 1.993 -2.957
O 1.196 0.787 -2.961
C 1.552 -0.184 -3.790
O 2.531 -0.181 -4.488
C 0.562 -1.345 -3.769
N -0.507 -1.200 -2.803
C -1.590 -0.473 -3.180
O -1.713 -0.045 -4.309
C -2.617 -0.160 -2.107
S -2.005 1.245 -1.116
C -1.764 0.441 0.402
N -2.162 -0.764 0.718
N -1.757 -1.006 1.968
C -1.134 0.051 2.418
C -0.553 0.147 3.748
C 0.188 -0.925 4.242
C 0.734 -0.822 5.510
N 0.589 0.243 6.281
C -0.136 1.248 5.823
C -0.732 1.257 4.572
N -1.115 1.028 1.451
C -0.446 2.302 1.418
C 0.818 2.246 0.561
C 1.912 1.393 1.194
O 2.959 1.269 0.260
C 4.052 0.528 0.738
C -0.350 -1.878 -1.566
C 0.716 -1.570 -0.730
C 0.890 -2.279 0.445
C 0.011 -3.289 0.793
C -1.046 -3.601 -0.044
C -1.222 -2.907 -1.226
H 0.255 3.220 -2.518
H 0.615 3.065 -4.237
H 1.631 4.094 -3.215
H 2.756 1.903 -3.715
H 2.430 2.074 -1.967
H 0.118 -1.388 -4.771
H 1.110 -2.272 -3.586
H -3.536 0.169 -2.591
H -2.800 -0.964 -1.399
H 0.318 -1.808 3.637
H 1.320 -1.627 5.933
H -0.246 2.089 6.495
H -1.348 2.089 4.267
H -1.139 3.038 0.999
H -0.190 2.588 2.440
H 0.577 1.828 -0.417
H 1.195 3.258 0.412
H 1.520 0.397 1.455
H 2.282 1.861 2.122
H 4.784 0.501 -0.066
H 3.756 -0.496 0.997
H 4.495 1.000 1.624
H 1.394 -0.775 -1.000
H 1.721 -2.041 1.095
H 0.147 -3.834 1.715
H -1.733 -4.389 0.222
H -2.032 -3.161 -1.894
*
```

## Properties
- SMILES string = CCOC(=O)CN(C(=O)CSc1nnc(-c2ccncc2)n1CCCOC)c1ccccc1
- LUMO level (eV) = 0.283
- highest occupied orbital energy (eV) = -8.53
- HOMO-LUMO gap (Ha) = 0.3240

[2]
A molecular structure, C8H24BeO8 at a distorted geometry. Source: OMol25; level of theory: ωB97M-V/def2-TZVPD.

Structure (ORCA input):
```
! RIJCOSX wB97M-V def2-TZVPD def2/J DEFGRID3
* xyz 1 2
Be -4.928 -6.966 13.472
C -2.141 -5.802 15.108
C -2.800 -6.852 16.084
O -3.767 -7.762 15.534
O -3.200 -5.283 14.328
H -1.496 -6.370 14.438
H -1.598 -4.994 15.599
H -3.371 -6.367 16.876
H -2.029 -7.488 16.519
H -3.931 -8.425 16.208
H -2.922 -4.462 13.915
C -6.391 -4.327 14.874
C -7.285 -5.434 15.512
O -6.598 -6.758 15.458
O -5.965 -4.648 13.529
H -5.553 -4.239 15.564
H -6.881 -3.358 14.970
H -8.307 -5.387 15.135
H -7.376 -5.213 16.576
H -7.222 -7.422 15.760
H -6.186 -3.922 12.941
C -7.345 -8.698 11.867
C -7.711 -7.282 11.581
O -6.495 -6.517 11.383
O -6.823 -8.593 13.162
H -6.638 -9.180 11.192
H -8.223 -9.342 11.831
H -8.486 -6.915 12.253
H -8.088 -7.387 10.564
H -6.491 -6.181 10.484
H -7.136 -9.350 13.663
C -2.615 -7.739 11.297
C -3.352 -9.122 11.512
O -3.973 -9.219 12.769
O -3.591 -6.702 11.268
H -2.109 -7.735 10.331
H -1.865 -7.570 12.070
H -2.668 -9.935 11.265
H -4.193 -9.191 10.821
H -3.765 -10.116 13.043
H -3.930 -6.716 10.370
*
```

## Properties
- LUMO level (alpha / beta) (eV) = -2.135 / -2.633
- highest occupied orbital energy (alpha / beta) (eV) = -8.12 / -12.87
- HOMO-LUMO gap (alpha / beta) (Ha) = 0.2199 / 0.3761

[3]
A molecular structure, C51H47F3FeN3P2S3 at a distorted geometry. Source: OMol25; level of theory: ωB97M-V/def2-TZVPD.

Structure (ORCA input):
```
! RIJCOSX wB97M-V def2-TZVPD def2/J DEFGRID3
* xyz -1 1
Fe 0.741 -0.494 -0.952
S 1.866 -1.954 0.853
P 0.079 -1.352 1.548
C -0.311 0.117 0.802
P -0.407 1.680 1.481
S 0.561 3.184 0.569
C -0.040 1.839 3.288
C -0.949 1.402 4.246
C -0.689 1.555 5.598
C 0.489 2.158 6.015
C 1.395 2.612 5.070
C 1.125 2.461 3.719
C -2.167 2.270 1.624
C -3.221 1.377 1.531
C -4.539 1.800 1.645
C -4.813 3.140 1.861
C -3.762 4.046 1.968
C -2.453 3.614 1.852
C 0.078 -1.476 3.389
C -1.046 -1.846 4.123
C -0.982 -1.976 5.501
C 0.207 -1.727 6.168
C 1.330 -1.345 5.448
C 1.267 -1.231 4.069
C -1.091 -2.725 1.174
C -0.610 -3.970 0.789
C -1.481 -5.019 0.539
C -2.848 -4.846 0.687
C -3.342 -3.610 1.079
C -2.467 -2.561 1.312
H -1.878 0.940 3.936
H -1.406 1.199 6.325
H 0.693 2.280 7.071
H 2.309 3.099 5.384
H 1.802 2.866 2.978
H -2.983 0.341 1.341
H -5.348 1.084 1.559
H -5.837 3.482 1.944
H -3.970 5.096 2.138
H -1.633 4.319 1.914
H -1.980 -2.057 3.618
H -1.865 -2.274 6.053
H 0.259 -1.828 7.245
H 2.261 -1.139 5.961
H 2.149 -0.958 3.502
H 0.458 -4.096 0.652
H -1.087 -5.972 0.216
H -3.526 -5.665 0.487
H -4.409 -3.457 1.187
H -2.860 -1.596 1.599
F -1.860 -4.807 -4.811
C -0.843 -4.176 -4.173
F -0.055 -3.677 -5.149
F -0.135 -5.141 -3.557
C -1.342 -3.125 -3.230
C -2.692 -2.848 -3.136
C -3.143 -1.860 -2.270
C -2.205 -1.196 -1.503
N -0.910 -1.462 -1.584
C -0.436 -2.388 -2.443
S 1.278 -2.426 -2.407
H -3.393 -3.400 -3.746
H -4.191 -1.615 -2.190
H -2.466 -0.432 -0.783
C 0.776 -0.062 -5.021
C -0.571 0.423 -4.567
C -1.632 0.412 -5.468
C -2.859 0.961 -5.140
C -3.027 1.554 -3.901
C -1.998 1.568 -2.970
C -2.168 2.235 -1.649
C -0.785 0.967 -3.297
N 0.291 0.932 -2.335
C 1.138 1.897 -2.373
C 1.002 3.151 -3.181
C 2.393 1.674 -1.635
C 3.472 2.707 -1.721
N 2.473 0.548 -1.019
C 3.782 0.121 -0.597
C 4.603 -0.506 -1.538
C 4.223 -0.609 -2.987
C 5.834 -0.997 -1.118
C 6.257 -0.840 0.190
C 5.455 -0.157 1.088
C 4.215 0.340 0.709
C 3.372 1.127 1.657
H 0.667 -0.842 -5.773
H 1.362 -0.470 -4.205
H 1.336 0.763 -5.474
H -1.476 -0.032 -6.443
H -3.675 0.937 -5.849
H -3.973 2.008 -3.634
H -3.218 2.412 -1.421
H -1.633 3.186 -1.603
H -1.728 1.621 -0.865
H 0.051 3.196 -3.703
H 1.808 3.233 -3.913
H 1.075 4.008 -2.510
H 3.077 3.643 -1.322
H 3.781 2.888 -2.751
H 4.343 2.420 -1.140
H 3.191 -0.926 -3.117
H 4.868 -1.322 -3.499
H 4.338 0.358 -3.486
H 6.464 -1.506 -1.837
H 7.213 -1.237 0.506
H 5.783 -0.004 2.109
H 3.832 1.168 2.644
H 2.382 0.674 1.738
H 3.210 2.145 1.297
*
```

## Properties
- LUMO level (alpha / beta) (eV) = 2.358 / 2.359
- highest occupied orbital energy (alpha / beta) (eV) = -4.11 / -4.11
- HOMO-LUMO gap (alpha / beta) (Ha) = 0.2376 / 0.2376

[4]
C19H26N4O3S in the gas phase at a distorted geometry. Source: OMol25; level of theory: ωB97M-V/def2-TZVPD.

Structure (ORCA input):
```
! RIJCOSX wB97M-V def2-TZVPD def2/J DEFGRID3
* xyz 0 1
C -3.993 -0.669 2.305
O -4.311 -1.360 1.114
C -4.593 -0.532 0.037
C -5.891 -0.535 -0.447
C -6.256 0.270 -1.511
C -5.308 1.095 -2.087
C -4.004 1.089 -1.627
C -3.607 0.268 -0.572
N -2.298 0.254 -0.077
C -1.388 1.304 -0.478
C -0.207 1.325 0.489
N 0.502 0.056 0.441
C 1.743 0.122 1.207
C 2.496 -1.225 1.194
N 2.696 -1.738 -0.140
S 4.169 -1.440 -0.878
C 4.828 -3.120 -0.951
O 5.018 -0.667 -0.020
O 3.928 -0.996 -2.219
C 2.679 1.144 0.612
C 2.768 1.345 -0.761
C 3.718 2.225 -1.249
C 4.541 2.876 -0.344
N 4.450 2.712 0.964
C 3.550 1.864 1.422
C -0.415 -0.989 0.867
C -1.615 -1.027 -0.075
H -3.726 -1.430 3.036
H -3.156 0.019 2.159
H -4.859 -0.104 2.668
H -6.612 -1.175 0.038
H -7.272 0.261 -1.875
H -5.577 1.740 -2.911
H -3.278 1.720 -2.115
H -1.005 1.150 -1.500
H -1.903 2.265 -0.428
H -0.580 1.529 1.509
H 0.473 2.130 0.208
H 1.546 0.381 2.267
H 3.488 -1.071 1.624
H 1.970 -1.976 1.793
H 1.934 -1.493 -0.756
H 5.804 -3.078 -1.416
H 4.903 -3.486 0.064
H 4.146 -3.717 -1.538
H 2.102 0.828 -1.433
H 3.822 2.387 -2.310
H 5.304 3.569 -0.675
H 3.520 1.752 2.500
H -0.762 -0.819 1.902
H 0.080 -1.959 0.820
H -1.257 -1.267 -1.090
H -2.307 -1.806 0.244
*
```

## Properties
- SMILES string = COc1ccccc1N1CCN([C@@H](CNS(C)(=O)=O)c2cccnc2)CC1
- LUMO level (eV) = 0.508
- highest occupied orbital energy (eV) = -8.16
- HOMO-LUMO gap (Ha) = 0.3184

[5]
A molecular structure, C4H5AgO3 at a distorted geometry. Source: OMol25; level of theory: ωB97M-V/def2-TZVPD.

Structure (ORCA input):
```
! RIJCOSX wB97M-V def2-TZVPD def2/J DEFGRID3
* xyz 1 2
O 3.739 -0.486 -0.776
C 4.536 -1.292 -0.737
Ag 2.284 1.069 -1.094
O 0.542 0.066 -2.174
C 0.237 1.037 -1.462
O -0.556 0.989 -0.384
C -1.402 -0.097 0.036
C -1.468 -0.073 1.548
H -2.389 0.071 -0.410
H -1.051 -1.068 -0.331
H -1.934 0.857 1.901
H -2.073 -0.923 1.896
H -0.465 -0.149 1.988
*
```

## Properties
- LUMO level (alpha / beta) (eV) = -4.945 / -6.935
- highest occupied orbital energy (alpha / beta) (eV) = -14.71 / -15.74
- HOMO-LUMO gap (alpha / beta) (Ha) = 0.3588 / 0.3237

E_tot
In order: -1865.58481, -935.47405, -5576.67409, -1582.50499, -527.72324
Unit: hartree